# 1
Below is an isolated molecule of C5H4O2 in a non-equilibrium geometry, with properties calculated with the ωB97M-V functional and the def2-TZVPD basis.

The geometry in XYZ format:
```
11
Properties=species:S:1:pos:R:3:forces:R:3
H 2.21411 1.10211 0.06227 -0.4332 -0.0113 0.3939
C 1.25158 0.60574 -0.06730 -0.3730 0.1638 -0.0652
C -1.16139 0.44044 -0.35226 -0.4555 -1.5679 -1.1950
C 0.03246 1.22138 -0.18993 -0.9528 -1.2380 1.7385
H -0.76474 1.57902 0.58843 2.3269 2.9082 -0.3896
O 2.24136 -1.61371 -0.00197 -0.3668 0.6931 -0.0728
C -1.13373 -0.84041 0.06055 -0.1480 -0.1057 -0.5279
H -2.06888 0.95184 -0.65114 -0.0944 -0.1641 0.4065
C 1.31446 -0.85674 -0.01343 -0.4953 -0.6013 -0.2888
H -2.01656 -1.40604 0.35018 0.2502 -0.1245 -0.1406
O 0.01708 -1.47513 0.23914 0.7419 0.0477 0.1409
```
Forces are in eV/Å.

Its energy above the lowest of the compared OMol25 structures with the same formula, charge and spin is 76.4 kcal/mol. The strongest force on any atom is 3.74 eV/Å. The gap between HOMO and LUMO comes out at 0.3140 Eh. The SMILES is O=c1cccco1. The spin multiplicity is 1. The value obtained for the electronic energy is -9340.869 eV.


# 2
Below is a structure of composition C13H27ClN5O10RhS, with properties calculated with the ωB97M-V functional and the def2-TZVPD basis.

The geometry in XYZ format:
```
58
Properties=species:S:1:pos:R:3:forces:R:3
O 1.67772 -0.61040 -0.27121 0.2586 -0.0242 -0.0499
H -1.52699 2.73172 1.12497 0.0037 0.0263 -0.0128
C 0.43496 -1.27794 -4.74413 0.0426 -0.0701 -0.0766
N -1.71707 0.44012 -4.19701 -0.0745 0.0567 0.0344
C -1.64760 0.44453 -2.74961 -0.1346 0.1066 0.1068
N 0.66638 0.09773 -4.30495 0.1094 0.0584 0.0301
H 3.46050 1.79175 4.08463 -0.0304 -0.0114 -0.0022
O -3.57711 1.00601 -0.33738 -0.1086 0.2260 -0.1707
H 0.89154 1.12348 -2.48805 0.0273 -0.0312 -0.0163
N -0.52839 -0.40836 -2.24344 0.0338 0.0499 -0.0868
H -0.50413 0.92091 -5.82878 0.0066 -0.0046 0.0281
C -0.45041 0.92767 -4.73816 -0.0176 0.0408 -0.0519
H -2.57898 0.05906 -2.34293 0.0371 0.0496 -0.0230
H 0.55349 1.84630 0.53913 0.0530 0.0120 -0.0254
O 0.50120 0.46883 2.01815 0.0807 0.0936 -0.1855
H 1.66188 2.35380 5.51522 -0.0065 0.0132 0.0043
H 0.11385 -1.97687 2.90957 0.0031 0.0010 -0.0017
H 2.18498 -0.21283 5.66464 0.0008 -0.0100 0.0080
O -4.38022 -0.57757 1.20221 -0.1940 -0.1654 0.2033
C -1.00959 2.97431 0.19673 -0.0735 0.0130 0.0008
C -1.91442 -0.94010 -4.64404 -0.0296 -0.0161 -0.0555
O 2.07321 -2.81483 -1.24701 0.0079 -0.0322 0.0151
N 2.52392 0.30373 3.00556 -0.1139 -0.1087 -0.0642
H -1.48175 1.46034 -2.38546 -0.0229 -0.0294 -0.0334
H 1.55633 -0.52508 -2.52778 0.0234 0.0072 0.0084
H -1.74106 3.06612 -0.60214 0.0000 -0.0067 0.0358
H 3.09894 -0.36468 3.49490 -0.0074 -0.0193 0.0241
H 2.28341 2.39236 2.93072 -0.0095 -0.0063 0.0345
C 1.39542 1.60431 4.76817 -0.0222 0.0608 0.0267
H 0.07132 -2.42357 -2.42044 -0.0217 -0.0065 -0.0196
C 0.74019 0.10833 -2.85794 0.0919 0.0258 0.0651
C 2.46971 1.61171 3.66761 0.0876 0.1223 0.0000
O -2.68786 -1.19259 -0.34910 -0.0210 0.0226 -0.0718
C 1.20745 0.23885 5.45844 0.0327 -0.0308 0.0529
N -0.82091 -1.80516 -4.21007 -0.0197 -0.0941 0.0127
H 0.05722 -1.58711 5.42088 0.0281 -0.0020 0.0061
H -2.85462 -1.31700 -4.23713 0.0094 0.0079 0.0002
H 1.71940 -2.06117 3.66056 -0.0249 0.0078 -0.0275
C -0.75321 -1.79914 -2.76211 -0.0473 -0.1155 0.0552
C 1.30959 -0.20550 2.67535 0.0112 -0.0703 0.1236
Rh -0.43378 -0.43933 0.04609 0.0249 0.0618 0.0352
H 0.43735 1.91642 4.34596 -0.0151 -0.0077 -0.0098
C 0.87369 -1.40951 3.44130 0.1103 -0.0285 -0.0400
H -1.69353 -2.15690 -2.34163 0.0417 -0.0385 -0.0234
H -1.97140 -0.95388 -5.73429 0.0059 -0.0052 0.0278
O 0.22650 -2.34556 0.29192 -0.1862 -0.2167 -0.0975
H 0.39642 -1.30318 -5.83531 -0.0020 0.0022 0.0372
H -0.45946 3.91165 0.29651 -0.0358 -0.0258 -0.0035
Cl -3.26910 -0.11798 0.47415 0.1682 -0.1909 0.0524
C 0.30210 -0.77640 4.73339 -0.0833 0.0090 0.0264
O -0.10605 1.92190 -0.16957 0.0416 -0.0058 -0.0086
H 0.75923 0.41975 6.43710 -0.0116 0.0077 -0.0180
S 1.75502 -2.11872 -0.03395 -0.0704 0.2228 0.0269
O -2.15518 0.23416 1.38754 0.0766 0.1101 0.0560
O 2.52728 -2.42033 1.13644 -0.0080 -0.0313 0.0355
H 1.25950 -1.90479 -4.40057 -0.0153 0.0071 -0.0123
H -0.63950 -0.28333 4.47761 -0.0041 -0.0001 0.0152
H -0.28739 1.95397 -4.40128 -0.0064 -0.0170 -0.0008
```
Forces are in eV/Å.

As for the expectation value of S²: 6.01. The strongest force on any atom is 0.33 eV/Å. The gap between HOMO and LUMO (alpha / beta) comes out at 0.3522 / 0.2276 Eh. The spin multiplicity is 5. The value obtained for the electronic energy is -68200.554 eV.


# 3
Below is a structure of composition C9H7IrN2O5 in a non-equilibrium geometry, with properties calculated with the ωB97M-V functional and the def2-TZVPD basis.

The geometry in XYZ format:
```
24
Properties=species:S:1:pos:R:3:forces:R:3
O 2.54280 -1.22737 -0.94656 -4.4944 -0.0130 0.1550
H -1.63536 -0.79094 2.87967 0.8653 -0.4057 -0.2042
N 0.08077 -1.62943 1.82802 1.9618 -0.7814 0.2413
O -1.90162 -1.22671 -3.29144 2.8530 0.2676 5.4426
C 1.20674 -2.27052 2.29879 -1.3469 0.8133 -3.3465
H -1.48484 -2.06085 5.45876 -0.0292 -0.0708 0.1651
C 1.13757 -2.30653 3.67212 -3.1844 1.7304 2.9215
N -0.06515 -1.65312 4.06740 4.1781 -2.0686 -3.5048
H 1.97766 -2.68633 1.61029 -0.6678 0.4047 0.7866
O -1.25467 1.21882 1.42804 0.7932 -2.0604 -2.7458
C 1.37457 -1.22279 -0.83240 7.0829 -0.1610 -0.2626
C -1.00668 0.39207 0.63854 -1.3101 2.7747 3.2622
Ir -0.44979 -1.00045 -0.57449 -2.5325 -2.7810 1.4155
H 0.13778 -1.80775 6.09482 0.3795 -0.1310 0.3150
O -0.31715 4.33606 -3.28744 0.9218 -2.2739 3.7208
H -0.19334 0.42221 -0.93432 0.7910 2.9733 -1.3937
O -0.71432 -5.31899 0.40618 -0.2476 3.2691 1.1593
H 1.83028 -2.71328 4.34908 0.6452 -0.4251 0.9962
C -0.64239 -1.28893 2.87202 -0.7992 0.1259 1.2679
C -1.35706 -1.17072 -2.24646 -3.6498 -0.2517 -7.1077
C -0.56939 -1.47879 5.36005 -1.6165 0.7113 1.7632
H -0.82700 -0.42502 5.53966 0.2141 -0.2645 -0.0533
C -0.78847 -4.24128 0.79857 0.1244 -3.6051 -1.2888
C -0.08256 3.73403 -2.32351 -0.9319 2.2227 -3.7048
```
Forces are in eV/Å.

Its energy above the lowest of the compared OMol25 structures with the same formula, charge and spin is 44.5 kcal/mol. As for the expectation value of S²: 6.02. The strongest force on any atom is 7.99 eV/Å. The net charge is +2. The gap between HOMO and LUMO (alpha / beta) comes out at 0.2521 / 0.2078 Eh. The spin multiplicity is 5. The value obtained for the electronic energy is -25478.477 eV.


# 4
Below is an isolated molecule of C6H12O, with properties calculated with the ωB97M-V functional and the def2-TZVPD basis.

The geometry in XYZ format:
```
19
Properties=species:S:1:pos:R:3:forces:R:3
H 0.81411 -1.58999 0.47621 -0.0327 0.1220 -0.0638
H 1.79419 0.47273 -1.55692 -0.0933 -0.1195 0.0615
C -1.84969 -0.41056 0.62151 -0.0843 -0.0030 0.1856
H -2.43761 0.67461 -1.21234 0.1842 -0.0797 0.1022
C 1.67052 -0.54764 -1.17494 -0.0067 0.0159 -0.0391
C -1.68928 0.65414 -0.42304 -0.1354 -0.2426 -0.1838
C 1.11435 0.42641 1.10662 -0.0420 0.0494 0.0676
O -1.33523 1.97033 -0.11972 0.2440 0.0640 0.1302
H 0.26741 0.69745 1.74886 0.2369 -0.0429 -0.0641
H 1.29314 -1.16618 -1.99726 0.0669 0.0643 0.1338
C 0.71339 -0.59274 0.02427 -0.0899 -0.0202 0.0048
H 1.87465 0.02089 1.78038 0.0014 0.0285 -0.1902
H -0.94905 -1.23927 -1.22543 -0.0047 0.1150 0.1545
H -2.70365 -1.08203 0.61793 0.1014 0.1281 -0.1093
H -1.50933 -0.14370 1.62070 -0.1312 -0.0546 -0.1792
H 1.53044 1.34416 0.66935 -0.1120 -0.1256 0.0319
H 2.66429 -0.92704 -0.90800 -0.1549 0.1167 0.0167
H -0.50757 1.96867 0.37123 -0.0783 0.0471 -0.0370
C -0.75506 -0.53024 -0.41940 0.1304 -0.0628 -0.0222
```
Forces are in eV/Å.

Its energy above the lowest of the compared OMol25 structures with the same formula, charge and spin is 33.1 kcal/mol. The strongest force on any atom is 0.33 eV/Å. The gap between HOMO and LUMO comes out at 0.3796 Eh. The SMILES is CC(C)[C@H]1C[C@H]1O. The spin multiplicity is 1. The value obtained for the electronic energy is -8462.919 eV.


- Which of these has the highest strongest force on any atom?
  C9H7IrN2O5